The following is a DFT calculation (wB97M-V/def2-TZVPD) of C21H19F3N2O4 in the gas phase.

The total charge is 0. Its SMILES is OCC(CO)(CO)n1cc(-c2cccc3c2-c2ccccc2[C@]3(O)C(F)(F)F)cn1.

The geometry in XYZ format:
```
49
Properties=species:S:1:pos:R:3:forces:R:3
O 3.656862 -0.820492 -2.615066 -0.0508 -0.5088 0.5703
C 3.841311 0.507782 -3.057513 -0.4068 -0.3056 -0.1153
C 3.277786 1.546324 -2.034439 0.1693 0.2577 -0.4516
C 2.971878 2.841345 -2.842036 -0.8747 -0.1582 -0.1198
O 1.865073 2.649475 -3.789804 1.7541 0.6422 0.6961
C 4.288790 1.728648 -0.859567 0.2092 -0.9087 -0.2987
O 4.558811 0.438079 -0.276040 -0.1166 1.0533 -0.0446
N 1.989061 1.051296 -1.498284 -0.2816 0.1135 0.9706
C 1.346472 1.525790 -0.382652 0.4483 -0.0333 -0.8285
C 0.048063 1.162997 -0.487527 -0.7406 -0.7888 -0.6445
C -1.043342 1.339173 0.451854 -1.2312 0.4886 0.6901
C -2.133264 2.135393 0.061656 -0.4004 0.0159 1.1348
C -3.241685 2.332440 0.891180 0.4014 -0.9910 0.3681
C -3.314615 1.619569 2.087803 0.2821 0.0346 0.7568
C -2.228944 0.809039 2.513850 -1.6257 0.7557 -1.4288
C -1.114696 0.673545 1.700716 0.2086 0.0059 -1.5141
C -0.226679 -0.369452 2.262681 0.6490 -0.3551 0.3638
C 0.974171 -0.981716 1.841141 -0.4462 -0.0599 1.5838
C 1.631067 -1.883549 2.737786 0.1406 0.2214 -1.7905
C 1.047877 -2.289391 3.905986 -1.0184 1.0482 0.3802
C -0.167407 -1.692963 4.278517 -0.4819 -0.2871 0.7099
C -0.803933 -0.741650 3.489469 0.9697 -1.7288 -0.0488
C -2.143602 -0.095174 3.721256 0.8145 1.5734 -0.1679
O -2.093127 0.744641 4.903474 -0.8959 -1.1248 0.0096
C -3.339403 -1.076004 3.779802 -0.1011 0.0240 0.8343
F -3.112152 -2.010267 4.728956 -0.4040 0.4538 -0.0436
F -4.461831 -0.375643 4.096343 0.5950 -0.7514 -0.1879
F -3.584976 -1.774367 2.647944 0.4162 0.9243 0.4176
C -0.075915 0.451459 -1.707651 1.5884 0.0497 0.9540
N 1.130941 0.335248 -2.277246 -0.5017 0.7030 -0.2722
H 2.700010 -0.943385 -2.414790 0.7697 0.1540 -0.4030
H 4.926978 0.656359 -3.236161 -0.6002 0.0595 0.3389
H 3.338875 0.584913 -4.021860 -0.0388 0.5313 0.0054
H 2.718781 3.694003 -2.184114 0.0624 -0.4457 -0.0506
H 3.897499 3.112284 -3.369311 -0.4158 -0.0525 -0.2693
H 1.297349 1.938220 -3.472960 0.0130 -0.1579 0.0999
H 3.938196 2.400935 -0.073513 -0.2683 -0.2303 -0.0236
H 5.242571 2.179933 -1.197696 -0.4968 -0.1601 -0.3381
H 4.623157 -0.195693 -1.006566 -0.1337 -0.1377 0.1388
H 1.769588 2.084675 0.425852 0.5514 0.1164 -0.0520
H -2.212405 2.651679 -0.867420 0.6737 0.1247 -0.7452
H -4.070098 2.963320 0.569917 0.2404 -0.1815 0.1006
H -4.218836 1.727915 2.693968 0.4233 -0.1835 -0.0469
H 1.381863 -0.765748 0.875461 0.3543 0.1195 -0.2000
H 2.599014 -2.327283 2.470535 -0.4676 0.3029 -0.1724
H 1.500676 -3.016846 4.556762 0.1634 -0.0822 0.0568
H -0.618221 -2.007682 5.224874 0.0369 0.1677 -0.3602
H -1.458257 1.448107 4.728656 0.0075 -0.1083 -0.1516
H -0.969658 -0.037605 -2.044552 0.0564 -0.2003 -0.4107
```
Forces are in eV/Å.

Mulliken analysis output, partial charges in e: -0.67 -0.78 0.61 -0.98 -0.54 -1.07 -0.54 2.01 -0.84 0.27 0.28 -0.86 -0.93 -0.57 -0.54 0.62 0.41 -0.34 -0.76 -0.81 -0.06 -1.00 1.28 -0.63 0.69 -0.27 -0.26 -0.28 -0.29 -1.41 0.40 0.35 0.43 0.32 0.45 0.43 0.38 0.40 0.47 0.37 0.49 0.38 0.47 0.59 0.39 0.42 0.43 0.51 0.62

The following is a DFT calculation (wB97M-V/def2-TZVPD) of C21H19F3N4O2S in the gas phase.

The value obtained for the relative energy (zero: lowest compared OMol25 entry of this formula, charge and spin) is 0.9591 eV. The total charge is 0. Its SMILES is CCOc1ccc(/C=N/NC(=O)Cc2csc(Nc3cccc(C(F)(F)F)c3)n2)cc1.

The geometry in XYZ format:
```
50
Properties=species:S:1:pos:R:3:forces:R:3
C 6.724931 4.073884 0.598183 -0.3132 -0.2899 -0.1594
C 5.739184 3.338573 -0.295882 0.2084 0.3059 -0.1486
O 5.145745 2.310521 0.474959 -0.0093 -0.0904 0.1954
C 4.239690 1.486683 -0.100175 -0.2334 -0.2145 -0.1373
C 3.718576 0.483125 0.726734 0.1385 0.1844 -0.0456
C 2.800442 -0.414511 0.243158 -0.0131 0.0639 -0.2092
C 2.360558 -0.342545 -1.084209 0.5344 0.5665 0.1692
C 1.397850 -1.283538 -1.604422 -0.6287 -0.6301 -0.3575
N 0.934437 -2.226505 -0.884591 0.6033 0.3976 0.2472
N 0.046880 -3.085345 -1.401935 -0.2753 0.0623 -1.2700
C -0.567479 -4.049383 -0.657086 0.1875 -0.0496 0.3079
O -1.359308 -4.810630 -1.161397 -0.1481 -0.1277 -0.0366
C -0.164618 -4.062916 0.806006 -0.1375 -0.0148 0.0255
C -0.413968 -2.722517 1.418708 0.6446 0.1916 0.9080
C 0.353891 -2.102379 2.349103 -0.2992 -0.0910 -0.0477
S -0.304042 -0.556121 2.759451 -0.3848 -0.2764 -0.4248
C -1.609094 -0.885976 1.611684 0.8772 0.1766 0.7117
N -2.579570 0.046660 1.444609 0.0829 0.5218 0.3420
C -3.708704 -0.034128 0.647684 -0.5279 0.0021 -0.3918
C -3.994592 -1.142668 -0.151083 0.1425 -0.1063 0.0433
C -5.141509 -1.163538 -0.920218 -0.1425 0.2097 -0.0071
C -6.024202 -0.095535 -0.917737 -0.0074 0.0962 0.0547
C -5.737713 1.004033 -0.120880 0.0033 -0.0429 0.0352
C -6.651681 2.194918 -0.109617 -0.1219 0.3400 -0.0625
F -6.778021 2.739169 1.113850 0.1166 -0.0762 0.2161
F -6.198963 3.187031 -0.905736 0.1636 -0.0269 -0.0994
F -7.892314 1.916967 -0.531002 -0.0786 -0.2548 -0.0879
C -4.590666 1.046143 0.655340 -0.0624 -0.1545 -0.1142
N -1.515153 -2.023794 1.022745 -0.5928 -0.1251 -0.4526
C 2.876641 0.662719 -1.899445 -0.2768 -0.4355 0.2115
C 3.805318 1.567299 -1.421344 0.3570 0.3529 0.1849
H 7.202395 4.875097 0.041561 0.0591 0.0879 -0.0398
H 6.206179 4.493674 1.455542 -0.0175 0.0774 0.0789
H 7.485092 3.385371 0.956821 0.1007 -0.0272 0.0316
H 4.966634 4.030201 -0.659328 0.0590 -0.1299 -0.0102
H 6.260648 2.906405 -1.161053 -0.1252 0.0302 0.0628
H 4.062795 0.437937 1.747936 0.0420 -0.0178 0.1296
H 2.399263 -1.191171 0.873563 -0.0270 -0.0714 0.1119
H 1.085372 -1.152744 -2.648555 -0.0353 -0.0614 0.0557
H -0.241361 -2.999903 -2.380862 0.0193 -0.0820 0.3597
H 0.892647 -4.315063 0.891548 -0.0134 -0.0355 0.0178
H -0.762586 -4.828402 1.305333 0.0490 0.0098 -0.1443
H 1.251405 -2.447284 2.818826 0.2427 -0.1289 0.0561
H -2.480168 0.888618 1.994039 -0.0465 -0.1682 -0.1295
H -3.312557 -1.976738 -0.152061 -0.0691 -0.0058 -0.0494
H -5.351929 -2.027476 -1.530906 0.0006 -0.1030 -0.0507
H -6.921031 -0.113853 -1.515801 -0.0792 -0.0014 -0.0400
H -4.388719 1.912222 1.268824 0.0227 0.0895 0.0812
H 2.549268 0.737889 -2.926827 -0.0394 0.0020 -0.1031
H 4.184101 2.329523 -2.084074 0.0510 0.0706 -0.0190
```
Forces are in eV/Å.

Mulliken analysis output, partial charges in e: -1.42 -0.28 -0.39 0.83 -0.51 -0.46 0.46 -0.38 0.07 -0.30 0.39 -0.66 -0.56 -0.20 -0.36 -0.27 0.44 -0.03 0.63 -0.56 -0.75 -0.74 -0.02 0.92 -0.27 -0.25 -0.28 -0.71 -0.27 -1.04 -0.36 0.42 0.33 0.33 0.36 0.37 0.42 0.47 0.30 0.25 0.32 0.31 0.58 0.21 0.76 0.42 0.44 0.36 0.32 0.39

Table of DFT total energy (hartree), in record order: -1521.69311; -1878.95195
Table of HOMO-LUMO gap (eV), in record order: 8.94; 8.36
Table of lowest unoccupied orbital energy (eV), in record order: 0.2; 0.4